# 1
C4H7NO2 | ωB97M-V/def2-TZVPD

- E_tot: -9840.1561 eV
- Energy above the lowest of the compared OMol25 structures with the same formula, charge and spin: 164.3 kcal per mole
- HOMO (spin up / spin down): -8.796 / -8.796 eV

Each line ends with the Löwdin charge.
Positions of all 14 atoms, in Å:
C: -1.2638 -1.2458 -0.2589  -0.01
C: -0.4579 0.0027 -0.3384  -0.46
N: -0.5456 1.1078 0.4092  0.01
O: -1.8419 1.3204 0.8297  -0.02
C: 0.3908 0.6242 -1.2084  0.15
C: 2.4139 0.0800 0.5374  -0.18
O: 2.1316 -1.0948 0.5864  -0.04
H: -2.3325 -1.0315 -0.1690  0.08
H: -1.0831 -1.8601 -1.1438  0.08
H: -0.9452 -1.8108 0.6235  0.09
H: -1.7625 2.1178 1.3738  0.11
H: 0.1767 0.4869 -2.2760  0.05
H: 3.3462 0.4378 0.0587  0.08
H: 1.7733 0.8653 0.9756  0.06

# 2
C2H5I2P | ωB97M-V/def2-TZVPD

- E_tot: -27644.2938 eV
- Energy above the lowest of the compared OMol25 structures with the same formula, charge and spin: 29.7 kcal per mole
- HOMO: -9.267 eV

Each line ends with the Löwdin charge.
Positions of all 10 atoms, in Å:
C: 1.3237 -0.8471 1.0336  -0.34
C: 0.2732 -1.0052 -0.0301  -0.98
P: 0.8894 -1.8754 -1.4068  0.46
I: 0.7820 0.0724 -3.2292  0.15
I: -0.9908 -2.7584 1.0293  0.58
H: 1.0123 -0.5114 2.0830  0.09
H: 2.2416 -0.1926 0.7434  0.11
H: 1.7383 -1.7983 1.1433  -0.01
H: -0.4722 -0.1565 -0.1958  0.06
H: -0.1998 -2.6697 -1.8514  -0.14

# 3
C5H13Cl2N2Si | ωB97M-V/def2-TZVPD

- Total charge: +1
- E_tot: -41291.0760 eV
- Energy above the lowest of the compared OMol25 structures with the same formula, charge and spin: 69.5 kcal per mole
- HOMO (spin up / spin down): -11.050 / -11.720 eV

Each line ends with the Löwdin charge.
Positions of all 23 atoms, in Å:
C: 0.7846 1.2482 -0.2804  -0.19
C: -0.2549 1.5334 0.7839  -0.33
C: 1.1816 -0.2413 -0.3813  -0.19
C: -1.6495 1.6886 0.4625  -0.36
C: 0.1168 -1.2540 -0.7558  -0.30
N: 0.2624 -2.0152 -1.9504  0.05
N: 0.1837 -2.3719 0.3479  0.18
Si: -2.7162 0.1556 0.1185  -0.08
Cl: -3.2832 -0.8140 1.7820  0.36
Cl: -4.1223 0.0236 -1.2577  0.40
H: 0.5587 1.6707 -1.1833  0.09
H: 1.7200 1.6007 0.0181  0.10
H: -0.1664 0.7642 1.6177  0.13
H: 0.1622 2.4105 1.3527  0.14
H: 2.0016 -0.2249 -1.0889  0.11
H: 1.8322 -0.5129 0.5243  0.14
H: -1.9866 2.3364 1.3791  0.14
H: -1.6414 2.4221 -0.2210  0.04
H: 0.7537 -1.5775 -2.6342  0.04
H: -0.6714 -2.2122 -2.4511  0.14
H: 1.0490 -2.3433 0.8656  0.13
H: 0.0364 -3.2593 -0.1427  0.15
H: -0.5610 -2.2386 1.0198  0.11

# 4
C32H28F5N3O3 | ωB97M-V/def2-TZVPD

- E_tot: -57833.3849 eV
- Energy above the lowest of the compared OMol25 structures with the same formula, charge and spin: 4.2 kcal per mole
- HOMO: -5.509 eV

Each line ends with the Löwdin charge.
Positions of all 71 atoms, in Å:
C: -4.9408 -1.8063 1.9516  0.02
N: -4.1365 -0.6217 2.1824  -0.03
C: -4.6799 0.6519 2.0586  0.01
C: -3.6659 1.5394 2.1848  0.03
N: -2.5140 0.7989 2.4632  0.08
C: -1.2321 1.4182 2.6529  -0.06
C: -0.7392 2.2524 1.6537  -0.12
F: -1.4643 2.4274 0.5196  0.11
C: 0.4900 2.8889 1.7922  -0.11
F: 0.9271 3.7510 0.8459  0.12
C: 1.2606 2.6271 2.9266  -0.10
F: 2.4877 3.1760 3.0414  0.13
C: 0.7967 1.7594 3.9217  -0.10
F: 1.6044 1.4143 4.9496  0.14
C: -0.4858 1.2291 3.8120  -0.11
F: -1.0379 0.5489 4.8493  0.13
C: -2.8064 -0.5197 2.4482  -0.05
C: -1.8836 -1.6278 2.8767  -0.30
C: -0.5005 -1.5442 2.3832  -0.04
C: 0.5526 -2.1915 2.9621  0.07
C: 1.9271 -1.8094 2.6537  -0.18
C: 3.0436 -2.4953 3.1933  0.02
C: 4.3139 -1.9254 3.2119  -0.04
C: 4.5442 -0.7507 2.4970  -0.07
C: 3.5036 -0.1649 1.7740  -0.09
C: 2.2112 -0.7034 1.8194  -0.05
O: -2.3062 -2.5097 3.6572  0.11
H: -4.3297 -2.7015 2.0495  0.10
H: -5.7741 -1.8406 2.6597  0.11
H: -5.4016 -1.7378 0.9572  0.11
H: -5.7308 0.8257 1.8818  0.14
H: -3.6701 2.6236 2.1509  0.15
H: -0.3917 -0.9338 1.4794  0.11
H: 0.4000 -2.9889 3.6945  0.12
H: 2.9105 -3.5185 3.5380  0.09
H: 5.1221 -2.4348 3.7394  0.10
H: 5.5459 -0.3169 2.4692  0.11
H: 3.6873 0.6873 1.1220  0.10
H: 1.4453 -0.3087 1.1534  0.10
C: -1.0614 -2.2017 8.2121  -0.09
C: -0.8220 -3.6985 8.3928  -0.23
N: -1.2404 -4.5512 7.2457  -0.08
C: -2.3798 -5.4249 7.5239  -0.25
C: -2.1328 -6.6140 8.4487  -0.09
C: -0.3961 -4.9092 6.1882  -0.48
C: 0.7790 -4.0898 6.0040  -0.04
C: 1.9329 -4.6321 5.3621  -0.44
C: 3.3022 -4.3188 5.9468  -0.15
C: 3.5077 -3.4555 7.0416  -0.03
C: 4.8121 -3.0617 7.3910  -0.09
C: 5.9054 -3.5689 6.6812  -0.12
C: 5.7238 -4.5030 5.6526  -0.11
C: 4.4281 -4.8881 5.3101  -0.05
O: 1.8623 -5.3021 4.3035  -0.03
O: -0.6732 -5.9020 5.4921  0.00
H: -0.6650 -1.6712 9.0915  0.07
H: -0.5671 -1.8183 7.3092  0.05
H: -2.1397 -2.0163 8.1253  0.07
H: 0.2453 -3.8811 8.6112  0.11
H: -1.4233 -4.0801 9.2313  0.10
H: -3.1515 -4.7829 7.9639  0.11
H: -2.7443 -5.7884 6.5589  0.11
H: -3.0672 -7.1767 8.5395  0.07
H: -1.3958 -7.2937 8.0060  0.08
H: -1.8117 -6.3154 9.4560  0.06
H: 0.7894 -3.1489 6.5384  0.05
H: 2.6428 -3.0531 7.5739  0.10
H: 4.9525 -2.3215 8.1851  0.10
H: 6.9111 -3.2123 6.8972  0.09
H: 6.5591 -4.9108 5.0771  0.10
H: 4.3008 -5.5950 4.4871  0.12